[1]
{
  "formula": "C33H38AuN2O5P",
  "method": "wB97M-V/def2-TZVPD",
  "elements": ["Au", "C", "O", "C", "C", "C", "C", "C", "C", "N", "C", "C", "C", "C", "C", "C", "C", "O", "H", "H", "H", "H", "H", "H", "H", "H", "H", "H", "H", "H", "H", "C", "C", "O", "P", "O", "C", "C", "O", "C", "C", "H", "H", "H", "H", "H", "H", "H", "H", "H", "H", "H", "H", "H", "H", "H", "N", "C", "C", "C", "C", "C", "C", "C", "C", "C", "C", "C", "C", "C", "H", "H", "H", "H", "H", "H", "H", "H", "H", "H"],
  "coordinates": [[-0.52, 0.69, 0.67], [-0.79, -5.52, 2.12], [-0.11, -4.34, 1.72], [-0.47, -3.77, 0.55], [-1.33, -4.36, -0.37], [-1.57, -3.73, -1.58], [-0.98, -2.51, -1.88], [-0.15, -1.89, -0.95], [0.10, -2.53, 0.26], [1.07, -1.96, 1.13], [1.06, -1.88, 2.44], [-0.03, -1.96, 3.30], [0.24, -2.47, 4.61], [-0.77, -2.78, 5.46], [-2.11, -2.56, 5.04], [-2.40, -1.99, 3.84], [-1.36, -1.59, 2.93], [-1.66, -0.87, 1.93], [-0.42, -5.75, 3.12], [-0.56, -6.35, 1.44], [-1.87, -5.36, 2.15], [-1.79, -5.32, -0.16], [-2.22, -4.20, -2.30], [-1.16, -2.05, -2.83], [-0.22, -0.11, -1.82], [1.95, -1.73, 0.68], [2.05, -1.76, 2.87], [1.27, -2.65, 4.89], [-0.56, -3.20, 6.44], [-2.92, -2.83, 5.70], [-3.42, -1.78, 3.55], [0.03, 3.64, -2.56], [-1.12, 2.77, -2.12], [-1.75, 3.30, -0.92], [-1.37, 2.73, 0.51], [-2.73, 2.97, 1.31], [-3.84, 2.08, 1.06], [-4.91, 2.79, 0.26], [-0.43, 3.80, 1.21], [-0.85, 5.10, 1.67], [-1.00, 6.10, 0.55], [0.46, 3.23, -3.48], [0.82, 3.65, -1.80], [-0.30, 4.66, -2.74], [-0.77, 1.76, -1.92], [-1.90, 2.71, -2.87], [-4.20, 1.76, 2.04], [-3.48, 1.18, 0.54], [-5.28, 3.66, 0.81], [-5.75, 2.11, 0.08], [-4.52, 3.12, -0.70], [-0.06, 5.41, 2.36], [-1.78, 4.99, 2.24], [-0.09, 6.14, -0.05], [-1.19, 7.09, 0.97], [-1.83, 5.84, -0.11], [0.39, -0.57, -1.16], [1.75, -0.51, -1.71], [1.88, -0.30, -3.11], [3.13, 0.04, -3.71], [3.26, 0.35, -5.04], [2.17, 0.38, -5.90], [0.93, 0.07, -5.36], [0.78, -0.26, -4.02], [2.83, -0.42, -0.77], [2.78, 0.44, 0.36], [3.79, 0.50, 1.30], [4.93, -0.28, 1.16], [5.04, -1.11, 0.04], [4.02, -1.18, -0.89], [4.02, 0.08, -3.08], [4.25, 0.61, -5.42], [2.28, 0.62, -6.95], [0.05, 0.08, -6.00], [-0.22, -0.50, -3.70], [1.91, 1.09, 0.47], [3.70, 1.18, 2.14], [5.73, -0.24, 1.89], [5.92, -1.72, -0.09], [4.11, -1.85, -1.74]],
  "homo_lumo_gap_ev": 4.626,
  "relative_energy_kj_mol": 233.2,
  "e_homo_ev": -5.10,
  "charge": 0
}

---

[2]
{
  "formula": "C20H36Br6O12",
  "method": "wB97M-V/def2-TZVPD",
  "elements": ["C", "C", "C", "O", "C", "O", "O", "H", "H", "H", "H", "H", "H", "C", "C", "C", "O", "C", "O", "O", "H", "H", "H", "H", "H", "H", "Br", "C", "C", "Br", "H", "H", "H", "H", "Br", "C", "C", "Br", "H", "H", "H", "H", "Br", "C", "C", "Br", "H", "H", "H", "H", "C", "O", "C", "O", "O", "C", "H", "H", "H", "H", "H", "H", "C", "O", "C", "O", "O", "C", "H", "H", "H", "H", "H", "H"],
  "coordinates": [[-12.87, 19.82, -5.39], [-14.25, 20.42, -5.31], [-14.90, 20.47, -6.66], [-16.17, 20.06, -6.47], [-16.23, 19.35, -5.28], [-17.15, 18.57, -4.94], [-15.10, 19.65, -4.65], [-12.30, 19.94, -4.47], [-12.31, 20.42, -6.10], [-13.02, 18.77, -5.67], [-14.27, 21.39, -4.81], [-14.46, 19.95, -7.51], [-14.96, 21.54, -6.84], [-6.89, 25.32, -10.93], [-7.03, 26.81, -11.13], [-6.06, 27.53, -12.12], [-6.95, 28.43, -12.65], [-8.16, 28.03, -12.48], [-9.16, 28.56, -12.96], [-8.22, 27.01, -11.79], [-7.74, 24.90, -10.40], [-5.93, 24.94, -10.57], [-6.97, 24.89, -11.93], [-6.94, 27.27, -10.15], [-5.66, 26.96, -12.96], [-5.32, 28.12, -11.58], [-19.99, 22.97, 1.87], [-19.88, 23.25, -0.10], [-20.74, 24.43, -0.45], [-19.74, 25.37, -1.88], [-20.04, 22.37, -0.72], [-18.84, 23.54, -0.29], [-20.66, 25.21, 0.31], [-21.75, 24.09, -0.70], [-19.03, 11.32, -10.25], [-20.04, 13.02, -10.18], [-19.48, 14.02, -9.15], [-17.89, 14.83, -10.06], [-21.05, 12.72, -9.89], [-20.08, 13.33, -11.22], [-19.21, 13.64, -8.16], [-20.12, 14.89, -9.07], [-8.79, 19.94, 3.05], [-8.50, 17.98, 3.31], [-7.79, 17.35, 2.12], [-7.73, 15.38, 2.25], [-9.38, 17.39, 3.58], [-7.90, 17.89, 4.21], [-6.74, 17.64, 2.14], [-8.22, 17.54, 1.14], [-23.43, 17.70, -14.78], [-23.33, 18.85, -14.10], [-23.35, 18.86, -12.74], [-23.67, 17.94, -11.99], [-23.18, 20.14, -12.32], [-23.13, 20.62, -11.07], [-23.15, 17.82, -15.82], [-24.50, 17.50, -14.88], [-23.01, 16.81, -14.30], [-24.08, 20.72, -10.55], [-22.66, 21.60, -11.13], [-22.58, 19.97, -10.39], [-24.61, 16.30, -4.32], [-24.96, 15.06, -3.76], [-24.47, 14.57, -2.59], [-23.85, 15.28, -1.75], [-24.63, 13.29, -2.47], [-24.22, 12.53, -1.35], [-23.55, 16.48, -4.52], [-24.81, 17.08, -3.58], [-25.24, 16.52, -5.17], [-24.58, 12.74, -0.35], [-23.13, 12.41, -1.36], [-24.52, 11.50, -1.50]],
  "homo_lumo_gap_ev": 10.373,
  "relative_energy_kj_mol": 391.8,
  "smiles": "C[C@H]1COC(=O)O1.C[C@H]1COC(=O)O1.COC(=O)OC.COC(=O)OC.BrCCBr.BrCCBr.BrCCBr",
  "e_homo_ev": -10.00,
  "charge": 0
}

---

[3]
{
  "formula": "H22O11",
  "method": "wB97M-V/def2-TZVPD",
  "elements": ["H", "H", "H", "H", "H", "H", "H", "H", "H", "H", "H", "H", "H", "H", "H", "H", "H", "H", "H", "H", "H", "H", "O", "O", "O", "O", "O", "O", "O", "O", "O", "O", "O"],
  "coordinates": [[-0.31, 0.57, -0.06], [-0.22, -0.87, -0.55], [-3.08, -3.46, 1.00], [-3.93, -2.49, 0.20], [-0.17, 3.43, -1.48], [-0.65, 4.54, -2.39], [2.90, -0.58, -0.62], [4.02, 0.06, -1.42], [1.76, -3.96, 3.13], [1.19, -2.81, 2.31], [-1.69, 2.74, 3.09], [-1.54, 4.25, 3.24], [-5.44, 0.24, -0.67], [-4.03, -0.30, -0.88], [1.43, 0.38, -2.68], [1.16, -1.11, -2.66], [3.38, 0.48, 1.75], [2.34, -0.53, 2.20], [0.23, -2.48, -2.88], [-1.19, -2.06, -2.55], [1.34, 1.28, 0.10], [2.18, 2.00, 1.14], [-0.79, -0.27, -0.06], [-3.54, -2.62, 1.07], [-0.78, 4.16, -1.52], [3.09, -0.18, -1.47], [1.80, -3.56, 2.25], [-1.12, 3.48, 2.85], [-4.67, -0.06, -0.19], [1.65, -0.42, -2.20], [2.76, 0.29, 2.47], [-0.34, -1.70, -2.81], [2.24, 1.56, 0.28]],
  "homo_lumo_gap_ev": 7.380,
  "relative_energy_kj_mol": 751.6,
  "e_homo_ev": -7.51,
  "charge": 0
}

---

[4]
{
  "formula": "C5H9P",
  "method": "wB97M-V/def2-TZVPD",
  "elements": ["C", "C", "C", "C", "C", "P", "H", "H", "H", "H", "H", "H", "H", "H", "H"],
  "coordinates": [[-0.92, 1.84, 0.79], [2.05, -0.15, -0.17], [1.06, -0.46, 0.94], [0.84, 0.05, -1.23], [-1.80, -0.76, -0.21], [-0.45, 0.41, 0.16], [-2.01, 2.27, 0.73], [-0.20, 2.58, 1.05], [2.69, 0.71, 0.10], [2.77, -1.01, -0.57], [0.76, -1.47, 1.10], [1.02, -0.89, -1.86], [-1.17, -1.60, -0.58], [-2.19, -1.01, 0.77], [-2.45, -0.50, -1.02]],
  "homo_lumo_gap_ev": [7.302, 7.404],
  "relative_energy_kj_mol": 488.6,
  "e_homo_ev": [-7.75, -7.74],
  "charge": 0
}

---

[5]
{
  "formula": "C10H25FN3O3S",
  "method": "wB97M-V/def2-TZVPD",
  "elements": ["C", "N", "C", "C", "C", "S", "N", "C", "C", "F", "N", "C", "H", "H", "H", "H", "H", "H", "H", "H", "H", "H", "H", "H", "H", "C", "O", "H", "H", "H", "H", "C", "O", "H", "H", "H", "H", "C", "O", "H", "H", "H", "H"],
  "coordinates": [[3.02, -0.24, -0.77], [2.23, -1.48, -0.85], [1.04, -1.31, -1.73], [0.01, -0.39, -1.06], [-0.94, -0.91, -0.24], [-1.24, -2.57, 0.23], [-1.68, 0.21, 0.22], [-2.81, 0.14, 1.16], [-1.17, 1.27, -0.32], [-1.54, 2.51, -0.14], [-0.14, 0.99, -1.13], [0.70, 1.90, -1.91], [2.56, 0.51, -0.10], [4.03, -0.43, -0.40], [3.11, 0.26, -1.75], [1.82, -1.57, 0.08], [1.34, -0.96, -2.72], [0.62, -2.31, -1.85], [-2.19, -2.93, -0.67], [-3.36, -0.79, 0.98], [-2.42, 0.16, 2.19], [-3.49, 0.97, 0.95], [1.44, 2.35, -1.25], [0.09, 2.65, -2.42], [1.26, 1.30, -2.63], [-5.86, 2.39, -0.93], [-4.73, 1.53, -0.78], [-6.68, 1.98, -0.34], [-5.63, 3.39, -0.56], [-6.16, 2.44, -1.98], [-4.02, 1.90, -1.31], [0.11, 0.82, 4.74], [-0.90, 1.28, 3.84], [-0.09, -0.23, 4.96], [1.10, 0.92, 4.29], [0.07, 1.39, 5.67], [-0.72, 2.21, 3.66], [5.48, -3.33, -1.07], [4.57, -3.41, 0.02], [6.12, -4.21, -1.03], [4.94, -3.33, -2.02], [6.10, -2.43, -0.99], [4.00, -2.63, -0.03]],
  "homo_lumo_gap_ev": 9.192,
  "e_homo_ev": -12.03,
  "charge": 1
}

---

[6]
{
  "formula": "C34H82N5NaO7",
  "method": "wB97M-V/def2-TZVPD",
  "elements": ["Na", "C", "C", "O", "H", "H", "H", "H", "H", "C", "C", "C", "O", "C", "N", "H", "H", "H", "H", "H", "H", "H", "H", "H", "H", "H", "C", "C", "C", "O", "C", "N", "H", "H", "H", "H", "H", "H", "H", "H", "H", "H", "H", "C", "C", "C", "O", "C", "N", "H", "H", "H", "H", "H", "H", "H", "H", "H", "H", "H", "C", "C", "C", "C", "C", "C", "N", "O", "C", "C", "C", "H", "H", "H", "H", "H", "H", "H", "H", "H", "H", "H", "H", "H", "H", "H", "H", "H", "H", "H", "C", "C", "C", "C", "C", "C", "N", "O", "C", "C", "C", "H", "H", "H", "H", "H", "H", "H", "H", "H", "H", "H", "H", "H", "H", "H", "H", "H", "H", "H", "C", "C", "O", "H", "H", "H", "H", "H", "H"],
  "coordinates": [[-0.95, 6.90, -0.52], [1.51, 1.97, -0.72], [0.47, 1.98, 0.42], [0.20, 3.20, 1.14], [1.55, 1.01, -1.23], [2.40, 2.16, -0.12], [1.38, 2.67, -1.55], [0.86, 1.28, 1.16], [-0.46, 1.57, 0.03], [-6.80, 6.99, 5.48], [-5.39, 6.30, 5.73], [-5.36, 4.85, 5.28], [-4.20, 4.13, 5.61], [-4.20, 2.92, 4.89], [-4.30, 7.09, 5.13], [-7.60, 6.55, 6.07], [-6.98, 6.95, 4.40], [-6.74, 8.03, 5.80], [-5.24, 6.37, 6.80], [-5.58, 4.92, 4.21], [-6.21, 4.28, 5.66], [-4.37, 3.10, 3.82], [-5.09, 2.36, 5.19], [-3.37, 2.22, 4.99], [-4.54, 8.06, 5.31], [-4.41, 7.00, 4.13], [-6.57, 2.96, -3.36], [-5.13, 3.14, -2.94], [-4.36, 4.24, -3.80], [-3.01, 4.21, -3.44], [-2.01, 4.41, -4.41], [-5.22, 3.54, -1.55], [-6.59, 2.69, -4.41], [-7.22, 3.82, -3.19], [-7.07, 2.17, -2.79], [-4.64, 2.18, -3.04], [-4.79, 5.22, -3.61], [-4.43, 4.11, -4.88], [-1.89, 3.38, -4.75], [-1.11, 4.77, -3.90], [-2.31, 5.08, -5.21], [-4.24, 3.39, -1.36], [-5.65, 2.91, -0.88], [6.59, 3.29, 3.95], [5.14, 3.40, 4.54], [4.79, 2.22, 5.47], [3.35, 2.25, 5.88], [2.92, 0.91, 6.08], [5.10, 4.72, 5.28], [6.63, 2.44, 3.26], [7.27, 3.18, 4.79], [6.79, 4.14, 3.30], [4.49, 3.53, 3.67], [5.47, 2.10, 6.31], [4.91, 1.37, 4.80], [2.71, 0.36, 5.16], [2.02, 0.92, 6.69], [3.70, 0.41, 6.66], [5.32, 5.47, 4.63], [5.75, 4.77, 6.05], [7.63, -3.96, -2.70], [6.15, -4.15, -3.07], [5.62, -2.74, -3.59], [4.25, -2.75, -4.37], [4.38, -3.75, -5.55], [4.79, -5.20, -5.01], [5.97, -5.13, -4.14], [6.58, -6.37, -3.84], [3.57, -5.96, -4.34], [5.19, -6.07, -6.29], [5.28, -4.53, -1.86], [8.18, -4.84, -2.36], [7.78, -3.19, -1.93], [8.23, -3.66, -3.56], [5.72, -2.06, -2.75], [6.32, -2.18, -4.21], [4.03, -1.74, -4.72], [3.52, -3.15, -3.66], [5.15, -3.45, -6.26], [3.38, -3.81, -5.99], [2.72, -5.93, -5.01], [3.80, -7.02, -4.17], [3.21, -5.45, -3.45], [4.58, -5.74, -7.13], [6.23, -5.97, -6.60], [4.96, -7.12, -6.11], [5.65, -4.03, -0.97], [5.33, -5.59, -1.60], [4.23, -4.26, -1.91], [7.39, -6.31, -4.35], [-1.66, -5.84, 1.33], [-2.91, -5.00, 1.08], [-2.75, -4.37, -0.33], [-4.05, -3.78, -0.93], [-5.25, -4.76, -0.87], [-5.44, -5.45, 0.53], [-4.10, -5.89, 1.08], [-4.18, -6.59, 2.26], [-6.26, -4.61, 1.44], [-6.27, -6.66, 0.24], [-3.04, -3.90, 2.21], [-1.78, -6.67, 0.63], [-1.63, -6.20, 2.36], [-0.75, -5.27, 1.12], [-2.17, -3.45, -0.30], [-2.25, -5.02, -1.05], [-3.86, -3.54, -1.98], [-4.40, -2.86, -0.47], [-5.24, -5.42, -1.73], [-6.09, -4.10, -1.12], [-5.91, -3.59, 1.62], [-7.34, -4.59, 1.26], [-6.24, -5.08, 2.42], [-7.29, -6.48, -0.10], [-5.72, -7.36, -0.39], [-6.33, -7.26, 1.15], [-2.04, -3.47, 2.24], [-3.27, -4.31, 3.19], [-3.70, -3.04, 2.07], [-4.11, -7.50, 1.95], [5.42, 6.55, -1.63], [4.46, 7.66, -2.11], [3.37, 7.85, -1.28], [4.96, 5.57, -1.70], [5.58, 6.71, -0.56], [6.34, 6.71, -2.20], [4.17, 7.48, -3.15], [4.92, 8.61, -2.38], [3.63, 8.42, -0.56]],
  "homo_lumo_gap_ev": 3.544,
  "relative_energy_kj_mol": 0.0,
  "e_homo_ev": -5.40,
  "charge": 0
}

---

[7]
{
  "formula": "C21H19F7N6O9S3Ti",
  "method": "wB97M-V/def2-TZVPD",
  "elements": ["Ti", "C", "C", "O", "N", "C", "C", "C", "C", "C", "C", "N", "H", "H", "H", "H", "H", "H", "H", "H", "H", "H", "F", "C", "F", "F", "S", "O", "O", "N", "S", "O", "O", "C", "F", "F", "F", "S", "C", "N", "C", "C", "C", "C", "H", "H", "H", "H", "H", "F", "C", "C", "N", "C", "C", "O", "O", "C", "O", "N", "C", "O", "H", "H", "H", "H"],
  "coordinates": [[0.88, 0.12, -0.20], [3.45, -2.56, 1.77], [2.22, -1.75, 1.78], [2.06, -0.81, 0.92], [1.27, -1.93, 2.67], [0.16, -0.99, 2.86], [-0.98, -1.07, 1.86], [-2.16, -1.70, 2.18], [-3.23, -1.66, 1.29], [-3.12, -0.93, 0.12], [-1.93, -0.28, -0.14], [-0.87, -0.40, 0.69], [4.25, -1.95, 2.20], [3.74, -2.79, 0.75], [3.36, -3.48, 2.34], [1.42, -2.66, 3.36], [0.56, 0.02, 2.86], [-0.25, -1.18, 3.85], [-2.25, -2.21, 3.13], [-4.14, -2.18, 1.52], [-3.93, -0.84, -0.58], [-1.80, 0.35, -1.01], [0.55, 4.67, 1.63], [1.67, 4.13, 2.03], [1.52, 3.57, 3.22], [2.65, 4.99, 2.04], [2.12, 2.74, 0.88], [1.01, 1.74, 1.04], [3.40, 2.20, 1.19], [1.98, 3.45, -0.52], [1.73, 2.69, -1.84], [1.35, 3.48, -2.93], [0.86, 1.47, -1.58], [3.32, 1.79, -2.25], [4.36, 2.54, -1.98], [3.35, 0.68, -1.45], [3.30, 1.41, -3.50], [-1.62, 2.99, -0.50], [-3.11, 3.81, -0.57], [-3.30, 4.72, -1.56], [-4.43, 5.45, -1.73], [-5.48, 5.29, -0.87], [-5.34, 4.37, 0.18], [-4.18, 3.64, 0.33], [-2.53, 4.84, -2.20], [-4.44, 6.13, -2.56], [-6.38, 5.87, -1.00], [-6.15, 4.23, 0.88], [-4.06, 2.94, 1.14], [4.11, -5.47, -1.30], [2.89, -5.02, -1.03], [2.16, -4.41, -1.97], [0.89, -3.91, -1.69], [0.12, -3.18, -2.67], [-0.03, -1.71, -2.33], [-0.85, -0.99, -2.82], [0.86, -1.24, -1.40], [0.34, -4.00, -0.44], [-0.72, -3.47, -0.16], [1.10, -4.68, 0.49], [2.40, -5.20, 0.33], [2.99, -5.66, 1.27], [2.52, -4.28, -2.98], [-0.89, -3.58, -2.73], [0.58, -3.28, -3.65], [0.66, -4.86, 1.37]],
  "homo_lumo_gap_ev": 4.488,
  "relative_energy_kj_mol": 176.3,
  "e_homo_ev": -12.61,
  "charge": 2
}

---

[8]
{
  "formula": "C7H18CoFI2OP2",
  "method": "wB97M-V/def2-TZVPD",
  "elements": ["I", "I", "Co", "P", "C", "C", "H", "H", "H", "H", "H", "H", "C", "H", "H", "H", "P", "C", "C", "H", "H", "H", "C", "H", "H", "H", "H", "H", "H", "C", "O", "F"],
  "coordinates": [[1.16, -2.34, 0.01], [-1.54, 2.45, -0.32], [-0.05, -0.23, -0.23], [0.30, 0.15, 2.37], [-0.95, -0.64, 3.43], [1.93, -0.56, 2.94], [2.07, -0.20, 3.97], [0.77, 1.91, 3.94], [2.70, -0.18, 2.25], [1.08, 2.44, 2.26], [-1.01, -1.68, 3.13], [1.84, -1.66, 2.87], [0.39, 1.90, 2.91], [-0.74, -0.51, 4.48], [-0.59, 2.36, 2.86], [-1.93, -0.20, 3.19], [0.00, -0.04, -2.39], [-1.41, -0.93, -3.17], [0.00, 1.60, -3.18], [2.36, -0.43, -2.63], [1.53, -0.59, -4.20], [1.44, -1.91, -2.98], [1.48, -0.83, -3.14], [0.76, 2.21, -2.69], [0.22, 1.50, -4.24], [-1.32, -0.89, -4.26], [-2.34, -0.45, -2.86], [-0.98, 2.07, -3.02], [-1.41, -1.97, -2.84], [-1.55, -1.27, -0.19], [-2.60, -1.58, 0.20], [-1.62, 0.48, 1.52]],
  "homo_lumo_gap_ev": [5.455, 6.002],
  "relative_energy_kj_mol": 367.8,
  "s2": 6.1143,
  "e_homo_ev": [-16.32, -16.90],
  "charge": 2,
  "spin_multiplicity": 5
}

---

[9]
{
  "formula": "C4H9NO2",
  "method": "wB97M-V/def2-TZVPD",
  "elements": ["C", "C", "C", "C", "N", "O", "O", "H", "H", "H", "H", "H", "H", "H", "H", "H"],
  "coordinates": [[0.91, 0.96, 0.23], [-0.43, -0.76, 0.27], [-0.47, 0.67, 0.85], [-1.51, -1.13, -0.73], [0.90, -0.52, -0.37], [1.89, 1.30, 1.13], [0.98, 1.59, -0.96], [2.57, 1.77, 0.62], [0.93, 0.45, -1.38], [1.65, -1.17, -0.15], [-0.36, -1.52, 1.05], [-1.25, 1.32, 0.46], [-0.46, 0.71, 1.94], [-1.57, -0.38, -1.52], [-2.48, -1.19, -0.24], [-1.30, -2.10, -1.19]],
  "homo_lumo_gap_ev": 10.599,
  "relative_energy_kj_mol": 261.7,
  "e_homo_ev": -9.69,
  "charge": 0
}